{"formula": "C4H12N2O", "method": "ωB97M-V with the def2-TZVPD basis set", "homo_energy_ev": -8.8, "e_tot_ev": -9365.9766, "e_above_lowest_ev": 5.217, "gap_ev": 9.839, "smiles": "CON(C)N(C)C", "lumo_energy_ha": 0.0383, "fmax_ev_per_a": 5.0, "symbols": ["C", "C", "C", "C", "N", "N", "O", "H", "H", "H", "H", "H", "H", "H", "H", "H", "H", "H", "H"], "coordinates": [[-1.23892, -1.58467, -0.32501], [1.21456, -1.41340, -0.11585], [0.75530, 1.36964, -1.43278], [-0.56896, 1.38986, 1.70526], [-0.00601, -0.76721, -0.62931], [-0.18502, 0.56966, -0.40077], [0.36881, 0.97789, 0.87583], [-1.39253, -2.22152, 0.52312], [-2.08815, -0.85547, -0.23489], [-1.45265, -2.22775, -1.30806], [1.00939, -1.73952, 0.94606], [1.50846, -2.15971, -0.74064], [2.00770, -0.60045, -0.01677], [1.78188, 1.14278, -1.31146], [0.34786, 1.15081, -2.41883], [0.44934, 2.32345, -1.11729], [-0.15493, 1.70901, 2.62844], [-1.24911, 0.60879, 1.98965], [-1.10701, 2.32781, 1.38329]], "mulliken_charge": [-0.958, -0.900, -0.739, -0.672, 0.081, -0.209, -0.250, 0.335, 0.356, 0.263, 0.279, 0.370, 0.296, 0.326, 0.273, 0.310, 0.315, 0.276, 0.247]}

---

{"formula": "C4H12N2O", "method": "ωB97M-V with the def2-TZVPD basis set", "homo_energy_ev": -8.7, "e_tot_ev": -9369.4438, "e_above_lowest_ev": 1.750, "gap_ev": 9.571, "smiles": "NCNCCCO", "lumo_energy_ha": 0.0334, "fmax_ev_per_a": 1.7, "symbols": ["C", "C", "C", "O", "N", "C", "N", "H", "H", "H", "H", "H", "H", "H", "H", "H", "H", "H", "H"], "coordinates": [[0.94530, 0.26464, 0.03160], [1.12537, -0.18593, -1.43598], [-0.15233, 0.01584, -2.22192], [-0.68681, 1.34658, -2.00068], [-0.19046, -0.41713, 0.64590], [-0.44613, -0.03370, 2.04589], [-0.58383, -1.15434, 2.92076], [1.90869, 0.00725, 0.49079], [0.87811, 1.33902, 0.18188], [1.41245, -1.20881, -1.32095], [2.01318, 0.32943, -1.81059], [-0.89662, -0.73769, -1.98050], [0.02132, -0.03160, -3.29567], [-0.06154, 1.86599, -2.52311], [-0.96123, -0.22621, 0.01785], [0.38212, 0.57384, 2.40234], [-1.34667, 0.58066, 2.03287], [0.09412, -1.87821, 2.73672], [-1.49213, -1.58222, 2.99900]], "mulliken_charge": [-0.596, -0.506, -0.832, -0.503, -0.407, -0.488, -0.603, 0.401, 0.395, 0.330, 0.325, 0.410, 0.345, 0.319, 0.245, 0.383, 0.332, 0.225, 0.225]}

---

{"formula": "C4H12N2O", "method": "ωB97M-V with the def2-TZVPD basis set", "homo_energy_ev": -8.4, "e_tot_ev": -9368.2602, "e_above_lowest_ev": 2.934, "gap_ev": 9.406, "smiles": "N/C=C/CCN.O", "lumo_energy_ha": 0.0388, "fmax_ev_per_a": 3.2, "symbols": ["C", "C", "C", "C", "N", "N", "H", "H", "H", "H", "H", "H", "H", "H", "H", "H", "H", "H", "O"], "coordinates": [[1.37320, -1.89480, 0.95392], [1.62613, -0.64560, 1.79961], [1.59173, 0.66326, 1.00028], [1.39167, 0.80138, -0.33655], [1.94266, 1.96842, -0.89474], [0.01533, -2.03939, 0.35236], [2.18802, -2.11094, 0.25508], [1.41643, -2.69885, 1.72349], [2.56045, -0.80052, 2.34211], [0.94890, -0.41293, 2.64402], [2.21617, 1.39537, 1.52025], [1.27823, -0.11285, -0.92002], [1.72178, 2.08234, -1.90538], [2.95927, 1.97972, -0.83740], [0.06480, -2.91148, -0.15157], [-0.67297, -1.33219, 0.21488], [-6.62639, 1.72757, -1.50007], [-6.75865, 0.33746, -2.25530], [-6.33272, 1.19559, -2.24113]], "mulliken_charge": [-0.654, -0.438, -0.347, -0.340, -0.585, -0.453, 0.337, 0.341, 0.340, 0.309, 0.330, 0.288, 0.261, 0.233, 0.174, 0.204, 0.322, 0.321, -0.643]}

---

{"formula": "C4H12N2O", "method": "ωB97M-V with the def2-TZVPD basis set", "homo_energy_ev": -9.4, "e_tot_ev": -9368.5781, "e_above_lowest_ev": 2.616, "gap_ev": 10.221, "smiles": "NCC[C@@H](N)CO", "lumo_energy_ha": 0.0284, "fmax_ev_per_a": 3.7, "symbols": ["C", "O", "C", "C", "C", "N", "N", "H", "H", "H", "H", "H", "H", "H", "H", "H", "H", "H", "H"], "coordinates": [[-0.47578, -1.02848, 1.46994], [-1.83576, -1.50956, 1.49359], [-0.32458, -0.24412, 0.16814], [0.91378, 0.65268, 0.49765], [1.40423, 1.32702, -0.81443], [0.30861, 2.09600, -1.70353], [-0.08454, -1.15429, -1.08404], [-0.18636, -0.35862, 2.34192], [0.31140, -1.77179, 1.44859], [-1.14941, 0.47640, 0.01209], [1.67836, 0.03942, 0.89598], [0.52982, 1.41162, 1.17861], [2.13199, 0.65381, -1.41120], [2.11186, 2.19391, -0.74151], [0.95985, 2.51496, -2.44666], [-0.29506, 1.37571, -2.25186], [-2.22842, -1.72881, 2.36968], [-0.64269, -1.95756, -0.81439], [0.79032, -1.60711, -0.94481]], "mulliken_charge": [-0.699, -0.514, 0.025, -0.742, -0.618, -0.677, -0.688, 0.340, 0.315, 0.374, 0.397, 0.373, 0.262, 0.426, 0.269, 0.271, 0.307, 0.315, 0.265]}

---

{"formula": "C4H12N2O", "method": "ωB97M-V with the def2-TZVPD basis set", "homo_energy_ev": -7.9, "e_tot_ev": -9362.0261, "e_above_lowest_ev": 9.168, "gap_ev": 3.831, "lumo_energy_ha": -0.1492, "fmax_ev_per_a": 3.5, "symbols": ["C", "C", "C", "O", "N", "C", "N", "H", "H", "H", "H", "H", "H", "H", "H", "H", "H", "H", "H"], "coordinates": [[-0.29971, 0.68559, 0.18802], [-1.72669, 0.56227, -0.49617], [-1.95478, 1.49753, -1.70479], [-1.91509, -0.70257, -0.89050], [-0.07345, -0.55951, 0.84572], [3.00463, -0.20358, 0.78081], [2.44446, -1.45905, 1.40012], [0.34909, 0.89373, -0.68869], [-0.25285, 1.50075, 0.91447], [-2.52109, 0.69707, 0.27785], [-1.57171, 2.51431, -1.58564], [-2.98502, 1.34644, -2.01978], [-1.33522, 1.08115, -2.50902], [-0.65554, -1.23754, 0.32143], [0.91308, -0.90195, 0.77679], [2.87602, -0.02520, -0.29719], [3.98863, 0.11959, 1.12749], [2.19391, 0.30722, 1.30116], [3.10886, -2.17771, 1.07942]], "mulliken_charge": [-0.537, 0.546, -1.306, -0.662, -0.376, -0.724, -0.488, 0.283, 0.294, 0.280, 0.333, 0.335, 0.339, 0.399, 0.227, 0.231, 0.341, 0.283, 0.202]}

---

{"formula": "C4H12N2O", "method": "ωB97M-V with the def2-TZVPD basis set", "homo_energy_ev": -8.3, "e_tot_ev": -9368.4569, "e_above_lowest_ev": 2.737, "gap_ev": 9.427, "smiles": "NCCNCCO", "lumo_energy_ha": 0.0400, "fmax_ev_per_a": 4.4, "symbols": ["N", "C", "C", "N", "C", "C", "O", "H", "H", "H", "H", "H", "H", "H", "H", "H", "H", "H", "H"], "coordinates": [[-1.31711, -0.03040, 1.26320], [-0.61422, -1.23623, 1.56135], [-0.11116, -1.86149, 0.30726], [0.41625, -0.89706, -0.67808], [1.24214, 0.29498, -0.39540], [0.74846, 1.51186, -1.29903], [-0.30508, 2.18378, -0.84752], [-0.37718, 2.11205, 0.10672], [-2.12900, 0.15913, 1.78842], [-1.32642, 0.17865, 0.29506], [0.28954, -0.96810, 2.18029], [-1.08360, -2.05602, 2.13070], [-0.85562, -2.47523, -0.09962], [0.65517, -2.58846, 0.58843], [0.70574, -1.33341, -1.54657], [2.21879, 0.00951, -0.69436], [1.11019, 0.50463, 0.80411], [1.61605, 2.11209, -1.61679], [0.33162, 1.11232, -2.29715]], "mulliken_charge": [-0.376, -0.574, -0.669, -0.261, -0.631, -0.446, -0.514, 0.349, 0.185, 0.210, 0.192, 0.355, 0.407, 0.323, 0.213, 0.450, 0.285, 0.300, 0.201]}

---

{"formula": "C4H12N2O", "method": "ωB97M-V with the def2-TZVPD basis set", "homo_energy_ev": -7.9, "e_tot_ev": -9358.8013, "e_above_lowest_ev": 12.392, "gap_ev": 5.007, "lumo_energy_ha": -0.1070, "fmax_ev_per_a": 5.9, "symbols": ["N", "C", "C", "C", "O", "C", "N", "H", "H", "H", "H", "H", "H", "H", "H", "H", "H", "H", "H"], "coordinates": [[1.34072, 1.67752, 0.71809], [0.27604, 0.60936, -0.23985], [-1.25281, 0.32731, 0.00747], [-2.03407, -0.84947, -0.68125], [-1.65659, -2.00418, -0.09430], [1.02886, -0.73229, -0.17496], [2.46880, -0.77676, -0.12023], [1.05662, 2.64788, 0.47360], [0.36747, 0.93043, 0.91845], [0.31667, 1.03640, -1.23876], [-1.71897, 1.33048, 0.03966], [-1.19378, 0.09943, 1.12990], [-1.99140, -0.89790, -1.80962], [-3.04079, -0.55055, -0.40761], [0.80405, -1.40432, -1.03325], [0.69970, -1.25880, 0.73210], [-0.97872, 0.33076, 1.95010], [2.76804, -0.26771, 0.70564], [2.74016, -0.24760, -0.87518]], "mulliken_charge": [-0.587, 0.041, 0.050, -0.480, -0.696, -0.608, -0.642, 0.225, -0.069, 0.442, 0.436, -0.700, 0.296, 0.317, 0.395, 0.319, 0.699, 0.308, 0.253]}